Entry 1:
Density functional theory data (wB97M-V/def2-TZVPD) for a molecular structure, C59H52ClGeN4O9PTl.

Last column: Mulliken spin population.
Cartesian coordinates (Å):
Tl  0.094  0.839  -0.141  -0.07
O  3.127  5.891  2.763  0.00
C  3.952  5.487  1.826  0.00
O  5.059  5.969  1.684  0.00
C  3.477  4.390  0.928  0.00
C  4.231  3.810  -0.073  0.00
Cl  5.848  4.075  -0.544  0.00
N  3.477  2.864  -0.675  0.00
N  2.259  2.793  -0.115  0.00
C  2.232  3.699  0.840  0.00
C  0.951  3.831  1.639  0.02
O  0.991  4.604  2.639  0.00
O  -0.020  3.155  1.275  0.00
C  3.812  1.929  -1.699  0.01
C  4.301  2.356  -2.921  0.00
C  4.558  1.415  -3.908  0.00
C  4.315  0.070  -3.674  0.00
C  3.817  -0.341  -2.445  0.01
C  3.567  0.588  -1.451  0.03
H  2.224  5.349  2.766  0.00
H  4.447  3.411  -3.106  0.00
H  4.916  1.742  -4.876  0.00
H  4.475  -0.657  -4.461  0.00
H  3.578  -1.382  -2.273  0.00
H  3.151  0.298  -0.494  -0.03
O  -2.668  2.667  -5.822  0.00
C  -2.137  2.365  -4.771  0.00
C  -0.682  2.052  -4.568  0.00
O  0.185  2.092  -5.435  0.00
C  -0.524  1.665  -3.161  0.04
C  -1.760  1.904  -2.471  -0.02
O  -1.913  1.790  -1.215  0.05
C  -2.810  2.230  -3.436  0.00
O  -4.012  2.347  -3.214  0.00
O  0.525  1.217  -2.614  0.03
C  3.180  -3.453  1.505  0.00
C  2.999  -2.121  1.101  0.00
N  2.321  -1.232  1.789  0.00
C  1.755  -1.616  2.950  0.00
C  1.881  -2.929  3.446  0.00
C  2.616  -3.852  2.685  0.00
C  1.278  -3.294  4.696  0.00
C  0.589  -2.387  5.416  0.00
C  0.426  -1.042  4.946  -0.01
C  -0.313  -0.089  5.667  0.00
C  -0.473  1.165  5.149  0.00
C  0.099  1.457  3.898  0.01
N  0.809  0.589  3.209  0.00
C  0.986  -0.643  3.719  0.00
H  3.750  -4.135  0.887  0.00
H  3.437  -1.778  0.168  0.00
H  2.725  -4.870  3.045  0.00
H  1.392  -4.314  5.045  0.00
H  0.132  -2.661  6.361  0.00
H  -0.759  -0.368  6.616  0.00
H  -1.048  1.923  5.660  0.00
H  -0.045  2.430  3.442  0.00
C  1.772  -5.372  -1.132  0.00
C  1.992  -4.720  -2.500  0.00
C  1.887  -5.802  -3.577  0.00
C  3.424  -4.164  -2.538  0.00
P  0.910  -3.169  -2.601  0.00
C  0.915  -2.693  -4.375  0.00
C  0.641  -3.526  -5.466  0.00
C  0.601  -3.017  -6.755  0.00
C  0.820  -1.663  -6.979  0.00
C  1.075  -0.818  -5.910  0.00
C  1.123  -1.334  -4.619  0.00
C  -0.898  -3.605  -2.320  -0.03
C  -1.437  -4.860  -3.001  0.00
C  -1.689  -2.382  -2.812  0.01
C  -1.114  -3.701  -0.806  0.01
H  2.582  -6.085  -0.937  0.00
H  0.830  -5.922  -1.094  0.00
H  1.768  -4.633  -0.328  0.00
H  2.537  -6.640  -3.300  0.00
H  2.222  -5.434  -4.546  0.00
H  0.873  -6.190  -3.682  0.00
H  4.145  -4.987  -2.471  0.00
H  3.603  -3.481  -1.706  0.00
H  3.615  -3.622  -3.468  0.00
H  0.433  -4.575  -5.316  0.00
H  0.382  -3.678  -7.586  0.00
H  0.777  -1.264  -7.985  0.00
H  1.202  0.250  -6.049  0.00
H  1.298  -0.646  -3.796  0.00
H  -1.318  -4.813  -4.085  0.00
H  -2.509  -4.947  -2.788  0.00
H  -0.954  -5.768  -2.632  0.00
H  -1.680  -2.303  -3.900  0.00
H  -1.288  -1.449  -2.402  0.00
H  -2.728  -2.467  -2.479  0.01
H  -0.609  -4.557  -0.357  0.01
H  -2.183  -3.798  -0.600  -0.01
H  -0.750  -2.796  -0.313  0.07
C  -2.027  -2.349  2.486  0.16
Ge  -2.614  -0.907  1.263  0.46
C  -3.147  0.609  2.394  0.13
C  -3.715  0.398  3.651  -0.05
C  -4.053  1.467  4.470  0.00
C  -3.809  2.767  4.046  0.01
C  -3.239  2.991  2.800  0.00
C  -2.919  1.921  1.974  0.11
C  -4.049  -1.343  -0.018  0.28
C  -4.230  -0.379  -0.986  0.02
C  -5.082  -0.580  -2.094  -0.01
C  -5.739  -1.766  -2.242  0.04
C  -5.612  -2.784  -1.264  -0.01
C  -6.306  -4.013  -1.396  0.00
C  -6.214  -4.986  -0.443  -0.01
C  -5.427  -4.762  0.707  0.01
C  -4.740  -3.590  0.854  0.01
C  -4.783  -2.568  -0.130  -0.10
H  -2.750  -2.532  3.287  0.02
H  -1.090  -2.034  2.947  -0.11
H  -1.849  -3.280  1.950  0.01
H  -3.898  -0.612  4.004  0.00
H  -4.497  1.284  5.442  0.00
H  -4.057  3.605  4.688  0.00
H  -3.022  3.998  2.468  0.00
H  -2.485  2.120  1.003  -0.04
H  -3.668  0.550  -0.949  -0.02
H  -5.157  0.214  -2.828  0.00
H  -6.367  -1.952  -3.106  0.00
H  -6.919  -4.162  -2.278  0.00
H  -6.750  -5.920  -0.560  0.00
H  -5.369  -5.521  1.477  0.00
H  -4.151  -3.428  1.745  -0.03

Forces on atoms 1 to 2 (eV/Å):
Tl -0.01 -0.08 0.04
O -0.18 -0.15 0.07

## Properties
Frontier orbital gap (alpha / beta) ... 0.19821 / 0.19486 hartree
Total charge ... -2
Highest occupied orbital energy (alpha / beta) ... -0.0694 / -0.0694 Eh
Multiplicity ... 2
Energy above the lowest of the compared OMol25 structures with the same formula, charge and spin ... 0.0 kJ/mol


Entry 2:
Density functional theory data (wB97M-V/def2-TZVPD) for a molecular structure, C59H58N4O6Sr.

Last column: Löwdin charge in e.
Cartesian coordinates (Å):
Sr  -1.190  0.809  -0.402  1.52
O  -0.844  2.178  -2.497  -0.13
C  -0.316  1.990  -3.790  -0.32
C  0.217  0.434  -3.747  -0.65
O  0.869  0.052  -4.711  0.01
O  -0.156  -0.185  -2.750  -0.06
C  0.764  3.020  -4.060  -0.17
C  1.914  2.745  -4.797  -0.03
C  2.896  3.707  -4.958  -0.09
C  2.739  4.971  -4.414  -0.11
C  1.587  5.262  -3.705  -0.09
C  0.614  4.299  -3.526  -0.02
C  -1.381  1.995  -4.854  -0.11
C  -1.302  2.784  -5.999  -0.01
C  -2.293  2.732  -6.965  -0.10
C  -3.379  1.887  -6.815  -0.11
C  -3.464  1.094  -5.680  -0.08
C  -2.481  1.151  -4.712  -0.01
H  -1.465  2.909  -2.460  0.08
H  2.037  1.756  -5.210  0.10
H  3.789  3.474  -5.526  0.09
H  3.512  5.722  -4.537  0.09
H  1.442  6.250  -3.287  0.10
H  -0.270  4.555  -2.959  0.12
H  -0.467  3.459  -6.135  0.11
H  -2.206  3.362  -7.842  0.09
H  -4.144  1.844  -7.580  0.09
H  -4.299  0.419  -5.556  0.10
H  -2.552  0.529  -3.834  0.10
C  -2.967  -2.305  -1.524  -0.06
C  -2.430  -3.527  -0.776  -0.36
C  -0.961  -3.764  -1.126  -0.05
C  -2.733  -3.370  0.700  -0.15
C  -3.933  -3.894  1.156  -0.06
C  -4.317  -3.796  2.481  -0.10
C  -3.474  -3.169  3.381  -0.06
C  -2.267  -2.632  2.974  -0.15
C  -1.391  -1.928  3.987  -0.36
C  -0.910  -2.880  5.086  -0.06
C  -2.138  -0.731  4.575  -0.05
C  -1.893  -2.706  1.612  -0.21
N  -0.717  -2.102  1.230  0.13
C  0.428  -2.627  1.544  -0.22
C  1.712  -1.939  1.457  -0.20
N  1.828  -0.661  1.258  0.14
C  3.046  -0.036  1.391  -0.20
C  3.663  0.497  0.247  -0.15
C  4.891  1.122  0.361  -0.05
C  5.513  1.247  1.592  -0.10
C  4.877  0.776  2.727  -0.07
C  3.650  0.137  2.650  -0.17
C  2.935  -0.290  3.910  -0.37
C  3.819  -1.119  4.842  -0.06
C  2.421  0.968  4.613  -0.06
C  2.918  0.428  -1.058  -0.36
C  2.318  1.807  -1.318  -0.03
C  3.780  -0.024  -2.234  -0.05
C  2.759  -2.920  1.725  -0.07
C  4.145  -2.913  1.718  -0.01
C  4.823  -4.098  2.025  -0.09
C  4.177  -5.278  2.335  -0.05
C  2.764  -5.326  2.349  -0.18
C  1.937  -6.439  2.626  -0.05
C  0.563  -6.306  2.583  -0.09
C  -0.077  -5.104  2.263  -0.02
C  0.701  -3.994  1.981  -0.08
C  2.106  -4.134  2.041  -0.08
H  -2.729  -2.375  -2.585  0.08
H  -2.508  -1.407  -1.105  0.03
H  -4.047  -2.236  -1.395  0.08
H  -2.987  -4.413  -1.118  0.12
H  -0.406  -2.830  -1.112  0.07
H  -0.886  -4.184  -2.130  0.08
H  -0.498  -4.462  -0.431  0.07
H  -4.588  -4.400  0.457  0.10
H  -5.263  -4.206  2.809  0.08
H  -3.769  -3.092  4.421  0.10
H  -0.510  -1.538  3.473  0.12
H  -1.745  -3.260  5.672  0.07
H  -0.232  -2.359  5.761  0.07
H  -0.380  -3.730  4.660  0.06
H  -2.989  -1.053  5.173  0.07
H  -2.499  -0.111  3.758  0.08
H  -1.475  -0.141  5.206  0.07
H  5.373  1.514  -0.523  0.10
H  6.483  1.723  1.668  0.08
H  5.353  0.905  3.692  0.10
H  2.073  -0.904  3.637  0.12
H  4.629  -0.518  5.250  0.06
H  4.248  -1.964  4.309  0.07
H  3.228  -1.499  5.674  0.07
H  3.249  1.643  4.828  0.07
H  1.922  0.716  5.548  0.07
H  1.716  1.481  3.964  0.08
H  2.092  -0.281  -0.947  0.12
H  3.099  2.567  -1.378  0.09
H  1.632  2.082  -0.517  0.08
H  1.781  1.784  -2.257  0.05
H  4.519  0.733  -2.492  0.07
H  3.149  -0.192  -3.103  0.07
H  4.302  -0.947  -1.987  0.08
H  4.707  -2.025  1.474  0.11
H  5.908  -4.085  2.012  0.09
H  4.748  -6.173  2.555  0.09
H  2.386  -7.395  2.868  0.09
H  -0.053  -7.171  2.801  0.09
H  -1.156  -5.061  2.240  0.11
O  -0.973  2.890  0.189  -0.30
C  -1.660  3.949  0.233  -0.39
C  -1.124  5.111  0.867  -0.02
C  -1.803  6.296  0.950  -0.13
C  -3.061  6.434  0.367  -0.14
C  -3.617  5.343  -0.263  -0.07
C  -2.980  4.100  -0.327  -0.09
C  -3.704  2.989  -0.902  -0.29
N  -3.239  1.841  -1.364  -0.01
C  -4.301  1.119  -1.805  -0.15
C  -5.443  1.839  -1.650  -0.09
N  -5.055  3.029  -1.094  0.10
H  -0.133  5.015  1.294  0.11
H  -1.360  7.140  1.466  0.09
H  -3.587  7.380  0.413  0.08
H  -4.587  5.474  -0.733  0.09
H  -4.165  0.126  -2.185  0.09
H  -6.469  1.627  -1.885  0.10
H  -5.682  3.737  -0.754  0.14
O  -2.916  0.147  0.933  -0.51
O  -3.755  1.105  1.346  -0.25

Forces on atoms 1 to 2 (eV/Å):
Sr 1.80 -2.48 -0.71
O 0.11 0.40 -0.40

## Properties
Frontier orbital gap (alpha / beta) ... 0.23690 / 0.17776 hartree
Total charge ... -2
Highest occupied orbital energy (alpha / beta) ... -0.0846 / -0.0255 Eh


In the order shown, the computed largest force on an atom values come out to 0.0047, 0.0612 Eh/bohr.